Entry from the Open Molecules 2025 dataset: a cluster of 10 separate species, C28H58N6O4 in total in a non-equilibrium geometry (ωB97M-V/def2-TZVPD).

The geometry in ORCA input format:
```
! wB97M-V def2-TZVPD RIJCOSX def2/J DEFGRID3
* xyz 0 1
C 11.4980 16.3525 12.3982
C 11.4313 16.4294 10.8878
C 12.7883 16.9382 10.2229
C 13.3941 18.1305 10.8015
N 13.9095 18.9869 11.4119
H 11.8637 17.2945 12.8335
H 12.1074 15.5367 12.7571
H 10.4831 16.2046 12.7679
H 10.5485 16.9717 10.6163
H 11.3339 15.4366 10.4126
H 12.5909 17.1921 9.1623
H 13.5374 16.1476 10.2455
C 15.2006 16.2312 15.3776
C 16.3944 16.5226 14.5546
C 16.0924 16.8589 13.0183
C 15.3678 15.6816 12.4284
N 14.7524 14.7927 12.0258
H 14.4995 17.0744 15.4922
H 15.4685 16.0706 16.4617
H 14.6311 15.3319 15.0309
H 17.1402 15.6936 14.6346
H 16.8889 17.4336 14.8734
H 17.0308 16.9711 12.4343
H 15.5816 17.7408 12.8337
C 9.5294 8.3400 19.4251
C 10.0048 8.8203 18.0505
C 9.7905 10.3326 17.8217
C 8.4614 10.7337 17.4520
N 7.4113 11.1006 17.1387
H 9.2590 9.2065 19.9741
H 10.2470 7.7807 20.0400
H 8.5319 7.8531 19.3020
H 9.5467 8.2272 17.2937
H 11.0713 8.7394 17.8966
H 10.4902 10.6801 17.0565
H 10.0983 10.8625 18.7897
C 10.2083 10.6270 8.8776
C 10.7830 9.8889 7.6257
C 11.3466 8.5153 7.8793
C 12.3552 8.5451 8.9395
N 12.9817 8.6708 9.8961
H 11.0344 11.0803 9.4713
H 9.6409 9.9716 9.5856
H 9.5354 11.4029 8.6479
H 11.5884 10.4778 7.2345
H 10.0406 9.8008 6.8556
H 11.7018 8.1694 6.9627
H 10.6190 7.7716 8.2662
C 8.4702 12.0232 14.4780
C 8.9726 13.3480 14.8859
C 7.9561 14.4985 14.9256
C 7.6312 14.9472 13.5927
N 7.3068 15.3445 12.5479
H 9.2167 11.2732 14.6849
H 8.2966 11.9683 13.4295
H 7.5146 11.8079 14.9127
H 9.8448 13.6846 14.2758
H 9.3965 13.2336 15.8949
H 8.3489 15.3896 15.4885
H 7.0853 14.1717 15.4325
C 14.4376 11.5556 14.1273
C 13.7180 11.2573 12.8367
C 12.7137 10.0610 12.8815
C 12.0505 9.8486 14.1798
N 11.6084 9.6209 15.2121
H 13.7914 11.9979 14.8654
H 15.3393 12.1994 13.9194
H 14.7318 10.6193 14.5997
H 14.4398 11.0174 12.0205
H 13.0885 12.0620 12.4689
H 13.1810 9.0470 12.7402
H 12.0189 10.0652 12.0885
C 13.3714 10.9108 19.0787
O 14.4305 11.6242 18.4516
H 13.7778 10.0029 19.5681
H 12.9842 11.5535 19.8594
H 12.5643 10.5803 18.4516
H 15.0482 10.9958 18.0236
C 10.2566 7.5352 11.8378
O 9.2550 8.4386 11.3918
H 11.1904 7.7661 11.4176
H 10.2678 7.5950 12.8995
H 9.9709 6.5143 11.5471
H 8.6470 8.4862 12.1326
C 18.9072 13.0060 12.9447
O 17.6266 12.9202 13.5615
H 19.3746 13.9937 13.2320
H 19.4679 12.0817 13.1720
H 18.8848 12.9996 11.8610
H 17.1044 13.5744 13.1106
C 11.9655 15.3306 16.5871
O 11.6357 14.0839 17.1070
H 12.0855 15.2414 15.4815
H 11.1191 16.0260 16.7778
H 12.8999 15.8241 17.0115
H 12.5005 13.6223 17.2801
*
```

Properties
Lowest unoccupied orbital energy (hartree): 0.0199
HOMO level (Ha): -0.380
Structure (SMILES): CCCC#N.CCCC#N.CCCC#N.CCCC#N.CCCC#N.CCCC#N.CO.CO.CO.CO
Strongest force on any atom (eV Å⁻¹): 3.9


Entry from the Open Molecules 2025 dataset: a structure of composition C15H31ClO4P2Sr in a non-equilibrium geometry (ωB97M-V/def2-TZVPD).

The geometry in ORCA input format:
```
! wB97M-V def2-TZVPD RIJCOSX def2/J DEFGRID3
* xyz 0 1
P 1.8602 1.6229 -0.0351
P -1.9807 1.5778 -1.0191
C 0.7042 2.1941 -1.2847
C -0.6085 2.7284 -0.6679
H 0.5582 1.3615 -2.0096
H 1.1623 2.9904 -1.8854
H -0.5638 2.8955 0.4185
H -0.8250 3.6990 -1.1339
C -2.0033 1.8438 -2.8386
H -2.5126 1.0001 -3.3260
H -0.9737 1.9121 -3.2173
H -2.5253 2.7905 -3.0481
C -3.5448 2.2564 -0.4106
H -3.7471 3.2101 -0.9276
H -3.5164 2.4519 0.6702
H -4.3744 1.5671 -0.6338
C 3.5312 1.6038 -0.7964
H 4.2565 1.3835 0.0025
H 3.7553 2.6007 -1.1992
H 3.6254 0.8558 -1.5847
C 2.0516 3.1591 0.9767
H 1.0838 3.6478 1.1446
H 2.7191 3.8600 0.4533
H 2.4903 2.9009 1.9512
Sr -1.2262 -3.7007 2.0859
C -1.2964 -0.0548 -1.0533
C -0.2249 -0.4984 -1.9593
C 1.0468 -1.1405 -1.6908
C 1.6870 -1.3175 -0.2747
C 2.0005 -0.1070 0.5699
C 1.0449 0.7519 1.3240
C -0.4396 0.4144 1.4453
C -1.1813 -0.5128 0.4484
C 1.1377 -3.0239 2.7053
H -2.2234 -0.5427 -1.4279
H -0.5678 -0.6157 -2.9920
H 1.8109 -0.6701 -2.3493
H 0.9504 -2.1610 -2.1000
H 1.2247 -2.1285 0.3171
H 2.6668 -1.7610 -0.5015
H 2.9812 -0.2232 1.0429
H 1.4378 1.1111 2.2786
H -1.0124 1.3513 1.6189
H -0.4997 -0.1078 2.4130
H -0.8076 -1.5581 0.5048
H -2.2144 -0.5739 0.8343
H 1.1718 -3.1193 3.8092
H 1.5915 -2.0600 2.4272
H 1.7619 -3.8379 2.2848
O -2.8948 -7.3530 1.5283
Cl -2.3174 -6.0673 1.7178
O -2.3811 -5.5817 3.1296
O -0.8715 -6.0204 1.3545
O -2.9777 -5.0048 0.9099
*
```

Properties
Lowest unoccupied orbital energy (alpha / beta) (hartree): -0.0166 / -0.0166
ΔE to the lowest compared entry with this formula, charge and spin (kJ/mol): 157.8
HOMO level (alpha / beta) (Ha): -0.184 / -0.184
Strongest force on any atom (eV Å⁻¹): 5.6


Entry from the Open Molecules 2025 dataset: the molecule C3H4N2O2S in a non-equilibrium geometry (ωB97M-V/def2-TZVPD).

The geometry in ORCA input format:
```
! wB97M-V def2-TZVPD RIJCOSX def2/J DEFGRID3
* xyz 0 1
N 1.7509 -0.0379 0.2164
C 1.0804 0.9077 0.9095
S 1.8105 2.0091 1.9080
C -0.4165 0.9936 0.7977
N -1.2953 0.3384 0.1510
O -0.7287 -0.6404 -0.6549
C -1.6171 -1.3067 -1.4225
O -2.8117 -1.2244 -1.4224
H 2.7423 -0.1012 0.4818
H 1.2914 -0.7473 -0.3187
H -0.8068 1.8065 1.3949
H -0.9995 -1.9974 -2.0408
*
```

Properties
Lowest unoccupied orbital energy (hartree): -0.0292
ΔE to the lowest compared entry with this formula, charge and spin (kJ/mol): 242.0
HOMO level (Ha): -0.335
Structure (SMILES): NC(=S)/C=N\OC=O
Strongest force on any atom (eV Å⁻¹): 1.6


Entry from the Open Molecules 2025 dataset: a structure of composition C51H54BrCl5Ge2O3S4Ti in a non-equilibrium geometry (ωB97M-V/def2-TZVPD).

The geometry in ORCA input format:
```
! wB97M-V def2-TZVPD RIJCOSX def2/J DEFGRID3
* xyz -2 3
Ti 2.3112 0.7048 -2.5273
Cl 2.1702 5.8795 -2.6979
C 0.4035 6.0690 -2.3416
Cl -0.4851 4.6893 -2.9653
H 0.0492 6.9876 -2.8138
H 0.3334 6.0813 -1.2735
C -4.4459 4.1853 2.9172
C -3.1592 3.4343 3.1397
C -3.2149 2.1078 3.5742
C -2.0501 1.3940 3.8428
C -2.1301 -0.0321 4.2838
C -0.8287 1.9966 3.6421
C -0.7351 3.3192 3.1511
C 0.6015 3.9384 2.9396
C -1.9160 4.0273 2.9123
C 0.4413 1.2677 3.9697
C 0.7875 1.2705 5.2924
C 2.0297 0.7869 5.6796
C 2.8981 0.2259 4.7584
C 2.5425 0.1974 3.4229
C 1.2875 0.6871 3.0008
Ge 0.8511 0.6619 1.0690
S 1.9987 2.0221 -0.2673
S -1.3566 0.9800 0.6749
Ge -0.8165 -0.4752 -1.0018
S -0.1042 0.4434 -2.8517
S 0.8870 -1.4508 0.1454
C -2.3260 -1.6760 -1.2640
C -3.6125 -1.1091 -1.3611
C -4.7081 -1.9405 -1.3462
C -4.5796 -3.3182 -1.3463
C -3.3421 -3.9058 -1.3133
C -2.2018 -3.0665 -1.2591
C -0.8664 -3.7306 -1.2942
C -0.0683 -3.7241 -2.4524
C -0.5957 -3.2108 -3.7482
C 1.2119 -4.2740 -2.3935
C 1.6908 -4.9120 -1.2279
C 3.0844 -5.4669 -1.1386
C 0.8114 -5.0387 -0.1414
C -0.4528 -4.4483 -0.1634
C -1.2798 -4.5466 1.1111
C -3.7890 0.3550 -1.5369
C -4.2884 1.1614 -0.5122
C -4.7647 0.4950 0.7886
C -4.3761 2.5319 -0.6671
C -3.9402 3.1577 -1.8150
C -3.9685 4.6545 -1.9437
C -3.5836 2.3738 -2.9055
C -3.4741 0.9709 -2.7751
C -3.2760 0.0963 -4.0147
C 3.5129 -0.3434 2.4280
C 3.4840 -1.7183 2.2194
C 2.6128 -2.6346 3.0899
C 4.3018 -2.2551 1.2199
C 5.2217 -1.4751 0.4996
C 5.9991 -2.1071 -0.6133
C 5.2425 -0.1141 0.7980
C 4.3993 0.5020 1.7286
C 4.4892 1.9803 1.9978
H -5.3067 3.4924 2.8544
H -4.4515 4.7265 1.9783
H -4.5915 4.9020 3.7192
H -4.2231 1.6787 3.7507
H -3.1632 -0.2332 4.5927
H -1.5219 -0.2346 5.1973
H -1.8307 -0.6873 3.4591
H 1.1739 3.9543 3.8369
H 0.5347 4.9759 2.5560
H 1.1887 3.3879 2.2100
H -1.9249 5.0313 2.4471
H 0.1181 1.6869 6.0404
H 2.3568 0.8792 6.6775
H 3.8746 -0.1634 5.0698
H -5.6711 -1.4665 -1.3366
H -5.4616 -3.9260 -1.2861
H -3.2445 -4.9726 -1.2767
H -1.6976 -3.3012 -3.7753
H -0.2363 -3.8770 -4.5289
H -0.3225 -2.1904 -3.9934
H 1.8614 -4.1885 -3.2751
H 3.8417 -4.7052 -1.3583
H 3.2478 -6.2711 -1.8805
H 3.2518 -5.8565 -0.1265
H 1.1027 -5.5570 0.7688
H -0.6792 -5.0477 1.8405
H -2.2368 -5.0442 0.9251
H -1.4518 -3.5522 1.5038
H -4.0164 -0.0969 1.2473
H -5.6337 -0.1385 0.5934
H -5.0483 1.2363 1.5085
H -4.7595 3.1130 0.1769
H -4.0519 5.1304 -0.9400
H -4.8283 4.9947 -2.5406
H -3.0772 5.0550 -2.4350
H -3.3141 2.8186 -3.8521
H -3.0190 0.7021 -4.8852
H -4.2168 -0.4601 -4.1843
H -2.4768 -0.6208 -3.8786
H 1.5858 -2.2067 3.2386
H 3.0304 -2.7264 4.1107
H 2.6017 -3.6605 2.7098
H 4.2405 -3.3161 1.0351
H 5.9265 -3.2021 -0.6579
H 7.0465 -1.8178 -0.6375
H 5.5716 -1.7011 -1.5574
H 5.8846 0.5117 0.2276
H 4.9655 2.5203 1.1948
H 5.0313 2.1677 2.9024
H 3.4969 2.4226 2.1854
O 2.8064 -1.2971 -2.5248
H 3.3217 -1.8134 -3.2357
H 2.2616 -1.8972 -1.9709
Br 4.5880 2.0766 -2.3477
Cl 4.8674 0.1852 -5.6335
C 3.6452 1.0815 -6.2923
Cl 3.9642 1.6964 -7.8387
Cl 3.8012 -3.3145 -4.6245
C 2.4368 1.4422 -5.5731
O 1.5614 2.1036 -6.0489
O 2.3518 0.9087 -4.3857
*
```

Properties
Lowest unoccupied orbital energy (alpha / beta) (hartree): 0.1367 / 0.1367
ΔE to the lowest compared entry with this formula, charge and spin (kJ/mol): 8.7
HOMO level (alpha / beta) (Ha): -0.102 / -0.110
Strongest force on any atom (eV Å⁻¹): 1.9